# 1
# C66H144N7O3

A 7-piece molecular cluster, C66H144N7O3 overall at a distorted geometry (the ωB97M-V functional and the def2-TZVPD basis, the Open Molecules 2025 dataset).

Last column: Löwdin charge in e.
Cartesian coordinates (Å):
O -0.9838 -0.4808 -1.7586  -0.0168
C 2.5206 0.8502 -4.6259  -0.0663
C -5.8419 -2.5465 -3.1088  -0.0385
H 4.9157 1.6181 1.9275  0.1155
H -4.6597 0.1260 0.1630  0.1134
H -0.1659 -0.5198 -4.2516  0.0818
O 0.1106 -0.5848 0.0529  -0.0708
H 1.2246 -1.5936 -4.4514  0.0908
N -0.7743 -4.7189 0.3681  -0.1422
N -2.6281 1.0141 2.6952  -0.1446
H -2.0050 -8.4326 1.6451  0.1135
H -5.4516 -0.4576 -2.2985  0.1062
H 3.8329 5.8981 1.0978  0.1295
H 7.3548 3.5472 -0.2729  0.0972
H -5.2752 -3.4318 -3.3972  0.1293
H 1.8404 0.4394 3.7407  0.0637
H 4.4021 -0.1688 3.2162  0.1238
H -3.2809 -0.1265 -2.9438  0.0830
N 3.1558 2.2184 -5.0538  -0.1790
H 2.7067 4.2956 -5.0835  0.1410
H 0.8313 6.5513 7.6234  0.0740
H -8.3532 -6.1464 -1.5628  0.1310
H -3.8775 -0.8468 2.4214  0.1351
C 1.3050 7.3870 7.1081  -0.0868
C 4.5436 1.2300 -7.0410  -0.2052
H 2.3421 3.3261 3.6170  0.1340
C -4.7896 2.2979 5.5237  -0.2292
H 5.4625 1.7596 -0.2705  0.0774
H 2.4243 7.8817 1.8661  0.1221
C -2.5429 -6.5954 0.6712  -0.1878
H 0.5359 6.4134 2.7113  0.1138
C 3.8936 -2.0529 2.4242  -0.1343
H -4.5085 3.3487 5.4536  0.1169
H -4.5154 -1.7661 -1.6231  0.0793
H -0.6801 -4.6819 -2.6697  0.1189
H 7.9223 -4.2545 0.7273  0.0841
H 0.6639 5.4712 1.2904  0.1276
H 0.9867 -0.7493 2.9971  0.0496
H 8.8841 -4.0005 -0.7200  0.0826
H -3.8030 2.6351 3.2440  0.1233
N -6.9380 -3.0581 -2.0395  -0.1739
H 7.2920 -3.3524 -0.7306  0.0570
H 1.7296 7.9604 7.9321  0.0830
H 7.4937 3.1163 1.4811  0.0896
H -1.9325 -0.5709 3.8788  0.1314
H -10.2375 -0.4479 -1.5760  0.0824
C -3.9517 -0.6684 -4.9583  -0.0507
H -3.0130 -0.4224 -5.4547  0.0617
H -6.9911 2.6487 5.3391  0.0841
C 0.7767 -4.5096 0.0927  -0.0842
H 2.6264 2.2389 -6.9165  0.1249
C -1.4498 -3.9200 -0.7725  -0.0832
H 0.6658 -4.4597 3.0280  0.1022
C 0.5591 8.2151 0.6795  -0.0594
H 4.8730 1.5775 -3.9586  0.1336
C -7.8448 -1.9060 -1.4407  -0.0376
C -4.9353 -1.3832 -2.5533  -0.1800
H 1.1117 6.9798 4.3767  0.1092
C 0.8791 -0.0649 3.8386  -0.0766
H 1.2566 3.2614 -5.0164  0.1393
H -4.1933 0.3153 4.9512  0.1258
C -7.7620 -4.2675 -2.5168  -0.0823
H -2.3912 -4.3106 -1.1587  0.1192
H 0.7483 -0.7418 4.6828  0.0918
C -3.2072 1.6647 0.3226  -0.0911
H 2.8900 6.0791 6.6166  0.1065
C 1.7190 6.2032 4.8416  -0.1653
H 2.2197 0.8648 -3.5783  0.1196
C -8.2897 -5.0909 -1.2983  -0.1153
H -3.3610 -8.6783 -1.2081  0.0777
H -3.7917 -8.2568 1.1760  0.1103
C -3.7197 -0.9941 -3.4367  -0.2409
H 5.7760 -1.3155 3.3548  0.1449
C -2.7440 -8.1363 0.9007  -0.1996
N 5.3032 -0.4290 1.3827  -0.2106
C 1.8158 3.8132 2.7961  -0.0873
C -1.4880 0.1622 3.2056  -0.1181
C 3.9293 -0.3524 0.6478  -0.0460
H -0.8163 -6.4579 -0.7227  0.1328
H 0.7733 3.1054 0.9684  0.1024
C 3.6233 2.3558 -6.4917  -0.1044
H 3.4062 0.5398 0.9922  0.1039
H -5.3617 -4.1795 -1.3119  0.1163
C 4.3619 2.5256 -4.1261  -0.1108
H -2.9829 -1.7746 -3.2466  0.0873
H -6.6152 -5.6940 0.0035  0.1249
C 4.8499 1.3387 -8.5411  -0.0798
H 3.9044 3.3873 -6.7041  0.1450
H 1.6762 2.7771 -2.7495  0.0986
H 6.0617 3.7820 1.0395  0.0476
H 2.3163 6.9744 0.3470  0.0991
H 7.1212 1.2202 -0.1136  0.1132
C 1.7421 7.3788 1.1806  -0.2127
C 1.7663 3.1216 1.4176  -0.1379
H 4.9498 2.3200 -9.0050  0.0875
H -1.6516 -2.9125 -0.4087  0.1052
H -7.1522 -4.9018 -3.1601  0.1389
H -4.4335 -1.5790 -5.3143  0.0672
H -6.0966 2.8001 3.8370  0.0576
H 3.9561 1.0992 -9.1173  0.0768
C 2.4155 3.4840 -3.1261  -0.1550
H 0.0308 7.7333 -0.1433  0.0865
C -0.8692 -4.0888 4.2671  -0.0863
C -0.9870 -3.9605 1.7002  -0.1160
H 3.5326 5.1966 4.3345  0.1378
C -7.2119 -4.8244 -0.2721  -0.1504
H 0.8394 3.9277 3.2669  0.1132
H -0.4642 -5.7573 2.9432  0.1160
H 2.3490 4.5327 -0.1738  0.1048
H -3.1728 -6.2055 -0.1284  0.0958
C 3.2301 -1.6785 1.0726  -0.1341
H 5.4798 1.2439 -6.4829  0.1079
H 0.9337 9.2242 0.5077  0.0945
H 3.1003 -2.0990 3.1702  0.1082
C -3.7421 1.2998 5.0752  -0.1795
H -2.6376 -9.9645 -0.2415  0.0825
C 8.1378 -3.5434 -0.0701  -0.0862
H -2.9127 -6.1489 1.5942  0.1056
H -4.6693 0.1409 -5.0932  0.0804
C 3.8065 2.9833 -2.8411  -0.1955
H 3.4188 -2.4387 0.3145  0.1066
C 0.5517 -0.9123 -4.9721  -0.2148
H -9.2837 -4.7273 -1.0379  0.1233
C 6.3142 1.7335 0.4092  -0.2260
H -7.8656 -0.5879 -3.2274  0.0994
C -8.5591 -1.1604 -2.6114  -0.2398
C -0.0742 -1.7782 -6.1124  -0.0884
H 4.3484 -3.0378 2.3181  0.1233
H 5.7006 -2.2306 0.3815  0.1212
C 1.2376 6.1521 1.9192  -0.1123
H -6.4611 -2.1919 -3.9328  0.1198
H 7.9667 -0.7272 1.9867  0.1098
H -4.7903 0.6339 2.4417  0.1328
C 2.8035 3.9285 0.6114  -0.1081
H 3.4392 6.7988 3.5819  0.1420
C 2.8668 5.9107 3.8497  -0.1348
C 4.9299 -0.9981 2.7452  -0.0853
C 2.3673 6.8824 6.0975  -0.2233
C -0.4011 -4.6692 2.9507  -0.2260
H 6.3644 -0.8953 -0.3177  0.1282
H -7.6626 -4.3430 0.5957  0.1221
C 3.4718 4.9924 1.5850  -0.0627
H -1.8320 -4.4809 4.5945  0.0869
H -3.1324 -0.5842 0.2127  0.1068
H -0.4050 -3.0266 -2.5042  0.0999
C -1.0803 -6.2741 0.3188  -0.0627
H 5.0167 3.3087 -4.5082  0.1517
H -7.2084 -1.2704 -0.8250  0.1194
H -8.5239 -2.4885 -0.8182  0.1299
H 1.1214 -3.5935 0.5723  0.0990
H 1.2980 5.2393 5.1276  0.1169
C -3.1675 1.9833 3.8435  -0.1069
H 1.3354 -5.3725 0.4551  0.1388
C -0.2639 0.9546 3.7359  -0.1785
H -2.9175 1.2962 5.7879  0.1184
H 3.7299 2.0669 -2.2560  0.0960
H -2.2214 2.9701 1.7243  0.1269
H 4.2174 4.5621 2.2537  0.1170
H 1.6584 -3.4551 -1.5457  0.1112
C -6.1675 2.2280 4.7621  -0.0830
H -10.1220 0.2963 -3.0688  0.0984
H -2.0630 -3.9557 1.8742  0.1217
H -1.1727 1.6254 1.2781  0.0947
H 3.1470 7.5813 5.7948  0.1137
H 4.0834 0.2518 -6.9011  0.0997
H 4.4933 3.6780 -2.3575  0.1281
H -6.5860 1.3012 4.3698  0.0663
H -1.6274 -8.7589 -0.9230  0.0638
H 3.3127 0.1238 -4.8075  0.1239
C 1.3576 0.3443 -5.5426  -0.1475
H -0.8737 -2.9990 4.2471  0.0569
H -2.8209 1.7590 -0.6923  0.1205
H -0.1746 -4.4211 5.0386  0.0922
H 1.2940 -5.1718 -1.8806  0.1237
C -6.2860 -3.7958 -0.8801  -0.1577
N 2.3502 5.2803 2.6027  -0.1946
H -2.3403 2.5932 4.2065  0.1212
H -1.2529 -0.4345 2.3242  0.1070
H -0.2000 8.3660 1.4470  0.0827
C 5.7798 1.0049 1.6717  -0.0946
H -4.9574 2.1013 6.5826  0.1174
H 0.1156 1.7031 3.0403  0.0688
H 5.5447 0.5800 -8.9012  0.0919
C -0.4516 -3.9373 -1.9072  -0.1504
C 0.9515 -4.2676 -1.3774  -0.1423
O 0.1743 1.1192 -1.1561  -0.0181
H -0.8336 -1.1934 -6.6316  0.0670
H -0.4870 -2.7119 -5.7304  0.0667
C 6.2620 -1.3423 0.6711  -0.1082
H 8.9635 -1.4623 -0.3196  0.1074
C -9.4863 -0.0284 -2.2451  -0.0904
H -0.5778 -2.9535 1.6179  0.1088
H 4.1473 -0.3358 -0.4200  0.1294
C -2.6027 -8.8964 -0.4561  -0.0901
H 3.5904 3.2879 0.2133  0.0873
N -0.2388 0.0172 -0.9646  -0.6887
C -3.6935 0.2391 0.6547  -0.1995
H -0.4957 1.5367 4.6278  0.1154
C -3.8586 0.1912 2.0894  -0.0777
H 1.7997 0.1772 -6.5248  0.1024
H 2.1671 -1.5143 1.2493  0.0713
H 9.6208 -2.3407 0.9709  0.1137
C 6.8434 3.1574 0.6073  -0.0616
H -9.0685 -1.7840 -3.3461  0.1158
H -5.9510 -3.1034 -0.1077  0.1190
H 0.5639 1.0820 -5.6606  0.1105
C 2.2623 3.4127 -4.6241  -0.0687
C 7.5977 -1.6032 1.4532  -0.1452
H -4.0923 2.2954 0.4064  0.1242
C -2.2049 1.9064 1.4868  -0.0713
H -0.3616 -6.7836 0.9607  0.1283
H 0.6000 -2.0606 -6.9210  0.0785
C 8.6741 -2.1682 0.4590  -0.2064
H -8.6015 -3.8953 -3.1040  0.1260
H 6.5446 0.9093 2.4424  0.1364
H 2.2724 4.4958 -2.7467  0.1240
H 0.4994 7.9968 6.6992  0.0749
H 2.0529 2.0823 1.5784  0.0852
H 7.4536 -2.3432 2.2405  0.1123
H -8.9114 0.7279 -1.7107  0.0839

Forces on atoms 1 to 3 (eV/Å):
O -2.4 -2.1 -2.0
C -0.2 -0.2 -1.7
C -1.4 1.0 1.2

The charge is +5. Its spin multiplicity is 1. The LUMO energy comes out at -0.3238 Ha. The total energy is -87299.50624 eV.

=====

# 2
# C20H29N3O5S

An isolated molecule of C20H29N3O5S (the ωB97M-V functional and the def2-TZVPD basis, the Open Molecules 2025 dataset).

Last column: natural (NBO) charge in e.
Cartesian coordinates (Å):
H -1.9794 1.1082 1.1784  0.2412
N -2.8395 -1.2615 -3.5009  -0.4496
H 5.5673 0.5983 1.9992  0.4126
C -3.0411 1.0620 -4.2391  -0.4064
O 6.7143 2.4122 1.3264  -0.5199
H -0.8795 -1.0757 -1.6978  0.2064
H 8.4422 3.3328 0.8607  0.1974
H -2.5084 -2.8000 0.2044  0.2332
H -1.4984 -0.3379 -4.7895  0.1916
C 2.5073 1.8924 2.0569  -0.2043
H -2.4583 1.9312 -4.5483  0.2114
H -5.3900 -0.9809 -5.7112  0.2123
C -2.4532 -0.1665 -0.5143  -0.3973
C -4.7439 -0.6241 -4.9083  -0.4043
C -1.8313 -1.3656 -1.2412  -0.3163
H 7.0314 3.8882 -0.0925  0.1935
O -1.4870 0.7572 3.4695  -0.9387
N 4.8738 1.3207 1.8585  -0.6124
H 1.7751 -1.7478 3.1140  0.2435
H -1.4057 0.2162 -3.1168  0.2122
H 0.3963 2.1848 2.3218  0.2402
C -1.5587 -2.4653 -0.2111  -0.3846
C 0.9713 0.1795 2.7235  -0.3798
H -2.3609 -3.1298 -5.3401  0.2193
C -0.6655 -1.9346 0.9054  -0.2376
N -1.2820 -0.7821 1.5160  -0.6689
H 4.1044 -1.0526 2.5869  0.2136
C -2.7996 -1.8910 -2.3026  0.7071
O -3.5162 -2.8466 -2.0640  -0.6408
C -2.0925 -0.0908 -3.9018  -0.2103
H -2.6415 0.6605 -1.1999  0.2109
C 2.0005 -0.7398 2.8049  -0.1611
C -3.9999 0.6345 -5.3444  -0.4019
C -3.7861 -1.7492 -4.5014  -0.0569
O -0.6752 -1.5523 3.8138  -0.9383
H -4.3597 -2.5354 -3.9998  0.2538
S -0.7120 -0.3605 3.0206  2.3424
H -3.6129 1.3317 -3.3485  0.1991
C 3.5542 0.9742 2.1362  0.1710
H -3.4410 0.4445 -6.2624  0.1951
O 4.7512 3.5192 1.1866  -0.6256
H 2.7132 2.9099 1.7703  0.2501
C 3.2918 -0.3441 2.5162  -0.2561
H -4.7146 1.4328 -5.5517  0.2134
H -3.7952 -2.8730 -6.3334  0.2169
C 5.3710 2.5210 1.4359  0.8931
H -2.5308 -1.6482 -6.2879  0.1959
H 7.2113 4.4051 1.5967  0.1943
H -3.4021 -0.4782 -0.0766  0.2244
C -1.5222 0.3043 0.6008  -0.2330
H -0.5425 -2.6792 1.6921  0.2389
H -1.0802 -3.3191 -0.6925  0.2196
H -5.3748 -0.3816 -4.0504  0.2074
C 1.2183 1.4876 2.3528  -0.1849
C -3.0673 -2.3822 -5.6930  -0.6205
H 0.3281 -1.6749 0.4991  0.1703
C 7.3864 3.5876 0.8950  -0.2552
H -0.5750 0.6683 0.1650  0.1724

Forces on atoms 1 to 3 (eV/Å):
H 0.0 0.1 -0.2
N -0.1 0.0 -0.3
H -0.1 0.2 0.0

As for the structure (SMILES): COC(=O)Nc1ccc(S(=O)(=O)N2CCC(C(=O)N3CCCC[C@H]3C)CC2)cc1. Its spin multiplicity is 1. The LUMO energy comes out at 0.0161 Ha. The total energy is -46755.24360 eV.

=====

# 3
# C5H13PS2

An isolated molecule of C5H13PS2 at a distorted geometry (the ωB97M-V functional and the def2-TZVPD basis, the Open Molecules 2025 dataset).

Last column: natural (NBO) charge in e.
Cartesian coordinates (Å):
H -2.4511 2.2606 1.9284  0.2481
H 0.0333 1.0476 -3.7367  0.2194
S -0.3935 1.8549 0.6473  -0.0614
C 0.9804 -1.7970 1.9265  -0.6129
H 1.8358 -2.0384 2.6661  0.2251
P 0.0982 -0.0783 -0.1726  1.1197
H 0.0640 -1.2718 2.3090  0.2203
C -1.8912 1.3934 1.5190  -0.7615
H -0.4481 1.9136 -2.1522  0.2222
H -1.4050 0.6482 2.1934  0.2244
H 1.8011 -0.0238 1.2758  0.2301
C 0.8006 0.2545 -1.8282  -0.7726
H 2.0044 -1.2708 0.0122  0.2258
H -1.2292 0.1491 -2.5808  0.2628
C 1.4701 -0.9253 0.8109  -0.6860
H 1.6775 0.9656 -1.6930  0.2383
H 1.0322 -0.8450 -2.2430  0.2570
C -0.3515 0.9152 -2.6888  -0.6452
H 0.5860 -2.6769 1.4779  0.2288
H -2.5324 0.7716 0.8328  0.2684
S -1.6816 -1.2469 -0.5040  -0.6509

Forces on atoms 1 to 3 (eV/Å):
H 0.8 -0.7 0.0
H -0.7 -0.1 1.0
S 0.9 0.1 -0.9

As for the structure (SMILES): CCP(=S)(CC)SC. Its spin multiplicity is 1. The LUMO energy comes out at 0.0178 Ha. The total energy is -36354.48416 eV.

=====

The records above give, respectively, orbital gap values of 9.3; 9.4; 8.8 eV.
The records above give, respectively, energy above the lowest of the compared OMol25 structures with the same formula, charge and spin values of 88.8; 13.4; 11.9 kcal/mol.